Here is a molecular structure, C5H6N in a non-equilibrium geometry from the Open Molecules 2025 dataset. Energies are from the ωB97M-V functional and the def2-TZVPD basis.

XYZ file:
```
12
Properties=species:S:1:pos:R:3:forces:R:3
C 0.75588 0.46773 0.23628 -2.2 -1.8 1.3
C 0.36351 -0.93639 0.60061 -5.1 2.8 -2.3
H -0.76322 1.61950 -0.73394 -0.5 2.1 -3.3
C -0.61992 1.02826 0.05924 -1.2 -1.9 2.3
H 1.96235 -1.08211 -0.62820 0.0 0.4 -1.0
C -1.44806 -0.35905 0.06523 2.7 0.3 0.3
H 0.46607 -0.69492 -1.53119 0.1 -0.5 -0.6
H 1.52336 0.97186 0.71074 1.8 0.9 0.3
C -2.71812 -0.29828 -0.33554 2.2 -0.6 0.7
N 1.03076 -0.66212 -0.69509 0.4 -0.5 1.6
H 0.47505 -1.66064 1.35043 0.8 -1.1 0.5
H -1.02764 1.60617 0.90143 0.9 -0.3 0.2
```
Positions in Å, forces in eV/Å.

## Properties
LUMO energy: -5.896 eV
2S+1: 1
total charge: +1
ΔE to the lowest compared entry with this formula, charge and spin: 192.87 kcal per mole

Here is a molecular structure, C5H6N in a non-equilibrium geometry from the Open Molecules 2025 dataset. Energies are from the ωB97M-V functional and the def2-TZVPD basis.

XYZ file:
```
12
Properties=species:S:1:pos:R:3:forces:R:3
H -0.44351 -1.56304 -1.43209 1.6 0.9 1.1
H 1.06406 1.12939 0.20356 0.0 -0.3 -0.6
C 1.05061 -1.30588 1.23397 1.5 -0.3 5.3
H 1.69931 -1.20463 2.08252 0.0 -0.3 0.5
C 0.14667 0.57916 -0.04805 1.0 -0.8 1.1
N 1.35133 -1.72647 0.12328 1.1 -0.9 -3.8
C -0.99086 1.32840 -0.54950 -3.0 -0.6 2.4
C -0.07927 -0.60114 0.71720 -0.6 1.5 -1.9
H -1.17334 1.32456 -1.57318 0.1 0.2 -1.9
H -0.88125 2.33109 -0.14720 -0.2 0.2 -0.2
C 0.19198 -1.16395 -0.56630 -2.9 -0.6 -1.0
H -1.93575 0.87251 -0.04420 1.3 1.0 -1.0
```
Positions in Å, forces in eV/Å.

## Properties
LUMO energy (spin up / spin down): -7.455 / -7.455 eV
2S+1: 1
total charge: +1
ΔE to the lowest compared entry with this formula, charge and spin: 159.78 kcal per mole

Here is a gas-phase ion, C5H6N (charge +1) in a non-equilibrium geometry from the Open Molecules 2025 dataset. Energies are from the ωB97M-V functional and the def2-TZVPD basis.

XYZ file:
```
12
Properties=species:S:1:pos:R:3:forces:R:3
H 2.26655 0.71523 -0.29979 0.0 -0.1 0.1
H 0.96364 1.73656 0.46131 -0.5 -1.8 -0.4
C 0.48562 -0.40780 -0.31818 -1.4 0.6 -0.1
C -2.01154 1.27427 1.55217 0.5 -1.6 -1.7
H -1.42127 -1.04698 -0.29142 -1.3 -2.6 -1.2
N -0.83709 -0.32909 -0.04974 0.2 0.3 1.1
C 1.22421 0.73226 0.00412 1.9 1.2 -0.2
C 1.04862 -1.48248 -1.05961 -3.5 0.2 1.6
H -2.71064 1.99528 1.83100 -0.5 0.8 0.9
C -1.50598 0.46375 0.80890 0.5 1.9 0.9
H 1.98715 -1.22637 -1.30528 3.5 -0.1 -1.2
H 0.51071 -2.42463 -1.33348 0.7 1.1 0.2
```
Positions in Å, forces in eV/Å.

## Properties
LUMO energy (spin up / spin down): -7.371 / -7.320 eV
2S+1: 1
total charge: +1
ΔE to the lowest compared entry with this formula, charge and spin: 127.29 kcal per mole

Here is a gas-phase ion, C5H6N (charge +1) in a non-equilibrium geometry from the Open Molecules 2025 dataset. Energies are from the ωB97M-V functional and the def2-TZVPD basis.

XYZ file:
```
12
Properties=species:S:1:pos:R:3:forces:R:3
C 0.20308 0.58329 0.80365 1.9 -1.0 0.0
C 1.07388 0.25287 1.75723 0.2 -0.6 -0.5
C -0.22670 0.10085 -0.47744 0.1 1.5 1.5
H -0.93283 -2.81260 -1.74852 0.2 2.3 -0.3
C -0.52396 -1.75474 -2.04696 -1.8 -4.9 1.4
H 1.93055 -0.39346 1.79743 -0.1 -1.1 -1.4
N -0.31341 -0.89260 -1.21748 0.0 3.4 2.4
C -0.64428 1.69276 0.39293 0.1 -0.3 -2.3
H -1.73318 1.73534 0.50768 0.6 0.2 0.3
H -0.02394 2.60674 -0.01025 -1.6 -1.8 0.5
H -0.28997 -1.65542 -3.02140 1.4 0.5 -3.2
H 1.06471 0.57630 2.74167 -0.8 1.8 1.6
```
Positions in Å, forces in eV/Å.

## Properties
LUMO energy: -5.813 eV
2S+1: 1
total charge: +1
SMILES: C=[N+]=C1CC1=C
ΔE to the lowest compared entry with this formula, charge and spin: 131.88 kcal per mole

Number 1: energy -6756.8137 eV. Number 2: energy -6758.2489 eV. Number 3: energy -6759.6579 eV. Number 4: energy -6759.4587 eV.